1.
The following is a DFT calculation (ωB97M-V/def2-TZVPD) of a cluster of 2 separate species, C3H11NS2 in total at a distorted geometry.

Bonds (Å) are listed after each position.
Cartesian coordinates (Å):
1 C 0.35044 3.53469 0.17617  C2 1.526, H4 1.112, H5 1.090, H6 1.095
2 C 1.35687 3.05106 -0.86437  C1 1.526, N3 1.441, H7 1.094, H8 1.125
3 N 2.36966 2.15055 -0.37403  C2 1.441, H9 1.060, H10 1.018
4 H -0.18097 2.75995 0.77043  C1 1.112
5 H -0.30147 4.31830 -0.21024  C1 1.090
6 H 0.94966 4.15359 0.85191  C1 1.095
7 H 1.75488 3.84770 -1.49951  C2 1.094
8 H 0.71703 2.50852 -1.61435  C2 1.125
9 H 2.94465 1.69885 -1.14195  N3 1.060
10 H 1.89444 1.33075 -0.00193  N3 1.018
11 C -0.37682 -0.66623 1.43480  S12 1.860, H14 1.089, H15 1.104, H16 1.056
12 S -1.67736 -1.72687 0.63389  C11 1.860, S13 2.139
13 S -0.26226 -2.49704 -0.77237  S12 2.139, H17 1.354
14 H 0.04835 -0.10548 0.60336  C11 1.089
15 H -0.83574 0.03176 2.15691  C11 1.104
16 H 0.30031 -1.32254 1.90969  C11 1.056
17 H -1.26304 -2.50031 -1.68386  S13 1.354

Computed properties:
**ΔE to the lowest compared entry with this formula, charge and spin**: 84.7 kJ/mol
**M**: 125.26 g mol⁻¹
**LUMO**: 0.19 eV
**DFT total energy**: -971.98587 Eh
**HOMO level**: -8.60 eV
**SMILES**: CCN.CSS
**Orbital gap**: 8.79 eV


2.
The following is a DFT calculation (ωB97M-V/def2-TZVPD) of a cluster of 2 separate species, C3H11O in total.

Bonds (Å) are listed after each position.
Cartesian coordinates (Å):
1 O -1.01676 -1.20929 2.12491  H2 1.071, H3 1.022, H4 1.011
2 H -1.66433 -0.87585 2.91008  O1 1.071
3 H -0.75688 -2.18374 2.29311  O1 1.022
4 H -0.80574 -0.81249 1.21941  O1 1.011
5 C 1.04556 1.23513 0.00251  C6 1.535, H8 1.090, H9 1.091, H10 1.088
6 C 0.57767 0.65477 -1.33948  C5 1.535, C7 1.520, H11 1.092, H12 1.089
7 C -0.41366 -0.47950 -1.13835  C6 1.520, H13 1.092, H14 1.089, H15 1.093
8 H 0.21983 1.77140 0.47082  C5 1.090
9 H 1.83464 1.96145 -0.20003  C5 1.091
10 H 1.44842 0.47044 0.66384  C5 1.088
11 H 1.46866 0.28910 -1.85434  C6 1.092
12 H 0.17477 1.47131 -1.93676  C6 1.089
13 H -1.03877 -0.67756 -2.01104  C7 1.092
14 H 0.06356 -1.41146 -0.83811  C7 1.089
15 H -1.13696 -0.20371 -0.36657  C7 1.093

Computed properties:
**ΔE to the lowest compared entry with this formula, charge and spin**: 20.3 kJ/mol
**M**: 63.12 g mol⁻¹
**LUMO (alpha / beta)**: 1.10 / 0.56 eV
**DFT total energy**: -195.98297 Eh
**HOMO level (alpha / beta)**: -4.94 / -12.02 eV
**Orbital gap (alpha / beta)**: 6.04 / 12.58 eV
**2S+1**: 2


3.
The following is a DFT calculation (ωB97M-V/def2-TZVPD) of a cluster of 3 separate species, C3H11O2S in total at a distorted geometry.

Bonds (Å) are listed after each position.
Cartesian coordinates (Å):
1 C -0.06471 -2.08105 1.28146  C2 1.596, H5 1.233, H6 1.131, H7 1.064
2 C -0.91607 -1.04363 0.41741  C1 1.596, C3 1.469, H8 1.091, H9 1.105
3 C -0.42328 -1.05566 -0.96678  C2 1.469, S4 1.937, H10 1.076, H11 1.081
4 S 1.20778 -0.01098 -0.96962  C3 1.937
5 H 1.06563 -2.33168 0.85802  C1 1.233
6 H -0.73709 -2.97404 1.45303  C1 1.131
7 H 0.09790 -1.70766 2.26444  C1 1.064
8 H -1.96292 -1.35016 0.44990  C2 1.091
9 H -0.83593 -0.11335 1.00847  C2 1.105
10 H -1.00642 -0.52673 -1.69952  C3 1.076
11 H -0.41644 -2.10713 -1.21729  C3 1.081
12 H 1.33629 3.63912 -2.49630  O14 0.973
13 H -0.06140 2.89970 -2.42640  O14 1.033
14 O 0.38725 3.82952 -2.39863  H12 0.973, H13 1.033
15 H 1.29806 1.42996 0.95296  O17 0.980
16 H 0.03195 1.65263 1.70250  O17 0.991
17 O 0.99940 1.85112 1.78634  H15 0.980, H16 0.991

Computed properties:
**ΔE to the lowest compared entry with this formula, charge and spin**: 130.7 kJ/mol
**M**: 111.19 g mol⁻¹
**LUMO**: 3.97 eV
**DFT total energy**: -669.57116 Eh
**HOMO level**: -3.00 eV
**Net charge**: -1
**Orbital gap**: 6.97 eV


4.
The following is a DFT calculation (ωB97M-V/def2-TZVPD) of a cluster of 3 separate species, C3H11O2S in total at a distorted geometry.

Bonds (Å) are listed after each position.
Cartesian coordinates (Å):
1 C -0.68570 2.50329 -1.89966  C2 1.544, H5 1.110, H6 1.084, H7 1.134
2 C 0.46094 1.55091 -1.49861  C1 1.544, C3 1.520, H8 1.106, H9 1.120
3 C 0.53998 0.91974 -0.11787  C2 1.520, S4 1.852, H10 1.115, H11 1.073
4 S 2.05899 -0.13940 -0.09896  C3 1.852
5 H -0.32300 3.54177 -2.05174  C1 1.110
6 H -1.23476 2.10375 -2.74424  C1 1.084
7 H -1.48233 2.55612 -1.09423  C1 1.134
8 H 1.54139 1.68208 -1.69636  C2 1.106
9 H 0.45840 0.77378 -2.30490  C2 1.120
10 H 0.54185 1.67954 0.69749  C3 1.115
11 H -0.30783 0.29515 0.08567  C3 1.073
12 H -1.84714 -4.50004 2.65213  O14 0.961
13 H -0.70957 -3.45234 2.46504  O14 0.970
14 O -1.21504 -3.95219 3.12451  H12 0.961, H13 0.970
15 H 1.10788 -1.74365 0.77247  O17 1.020
16 H 0.70897 -1.76658 2.28406  O17 0.961
17 O 0.38696 -2.05192 1.42521  H15 1.020, H16 0.961

Computed properties:
**ΔE to the lowest compared entry with this formula, charge and spin**: 93.5 kJ/mol
**M**: 111.19 g mol⁻¹
**LUMO**: 3.66 eV
**DFT total energy**: -669.58531 Eh
**HOMO level**: -2.95 eV
**Net charge**: -1
**Orbital gap**: 6.61 eV


5.
The following is a DFT calculation (ωB97M-V/def2-TZVPD) of a cluster of 3 separate species, C3H11O2S in total at a distorted geometry.

Bonds (Å) are listed after each position.
Cartesian coordinates (Å):
1 C 1.43471 -0.45258 -1.05847  C2 1.523, H5 1.096, H6 1.098, H7 1.087
2 C 1.69627 -1.51367 0.00279  C1 1.523, C3 1.520, H8 1.089, H9 1.105
3 C 0.74721 -1.58300 1.18779  C2 1.520, S4 1.836, H10 1.093, H11 1.103
4 S -0.91262 -2.23847 0.75632  C3 1.836
5 H 1.55178 0.54540 -0.62088  C1 1.096
6 H 2.20372 -0.56453 -1.83469  C1 1.098
7 H 0.48493 -0.50345 -1.58506  C1 1.087
8 H 2.75336 -1.50758 0.26351  C2 1.089
9 H 1.58799 -2.46349 -0.55173  C2 1.105
10 H 1.21417 -2.21199 1.94978  C3 1.093
11 H 0.59264 -0.57568 1.60903  C3 1.103
12 H -3.32104 4.18475 0.85119  O14 0.965
13 H -2.47628 3.12590 0.13182  O14 0.969
14 O -3.00350 3.92472 -0.02257  H12 0.965, H13 0.969
15 H -1.42504 0.01113 0.13281  O17 0.983
16 H -1.46139 0.89672 -1.07685  O17 0.965
17 O -1.66691 0.92581 -0.13479  H15 0.983, H16 0.965

Computed properties:
**ΔE to the lowest compared entry with this formula, charge and spin**: 32.6 kJ/mol
**M**: 111.19 g mol⁻¹
**LUMO**: 3.55 eV
**DFT total energy**: -669.60849 Eh
**HOMO level**: -2.78 eV
**Net charge**: -1
**Orbital gap**: 6.33 eV


6.
The following is a DFT calculation (ωB97M-V/def2-TZVPD) of a cluster of 3 separate species, C3H11O3 in total at a distorted geometry.

Bonds (Å) are listed after each position.
Cartesian coordinates (Å):
1 C 0.78519 -0.70596 -0.14799  O2 1.390, C3 1.537, H5 1.101, H6 1.106
2 O 0.72441 0.43576 -0.93892  C1 1.390
3 C -0.50716 -0.94154 0.64921  C1 1.537, C4 1.540, H7 1.102, H8 1.089
4 C -1.60969 -1.70884 -0.10353  C3 1.540, H9 1.093, H10 1.095, H11 1.093
5 H 0.96238 -1.56997 -0.80748  C1 1.101
6 H 1.57434 -0.64544 0.62524  C1 1.106
7 H -0.30013 -1.55312 1.54252  C3 1.102
8 H -0.87776 0.02906 0.97670  C3 1.089
9 H -2.35582 -1.00846 -0.48835  C4 1.093
10 H -1.20806 -2.25758 -0.96140  C4 1.095
11 H -2.13884 -2.45783 0.49098  C4 1.093
12 H 3.07663 1.95640 0.19882  O14 0.958
13 H 1.64644 1.39461 -0.23771  O14 1.046
14 O 2.15267 2.20846 0.18210  H12 0.958, H13 1.046
15 H -0.62528 1.61396 -0.70480  O17 0.986
16 H -0.25153 2.87647 -0.09600  O17 0.967
17 O -1.04780 2.33401 -0.17939  H15 0.986, H16 0.967

Computed properties:
**ΔE to the lowest compared entry with this formula, charge and spin**: 28.6 kJ/mol
**M**: 95.12 g mol⁻¹
**LUMO**: 4.27 eV
**DFT total energy**: -346.64154 Eh
**HOMO level**: -3.73 eV
**Net charge**: -1
**Orbital gap**: 8.00 eV